Molecular formula: C33H43F2NO3
Method: DFT, ωB97M-V/def2-TZVPD

SMILES string: CC(C)(C)C1=CC(=Cc2cc(F)cc(F)c2)C=C(C(C)(C)C)C1=O.COC(=O)[C@@H]1CCCN1C1=CCCCC1
Gap between HOMO and LUMO in eV: 6.343
Total energy in Ha: -1763.433019

Last column: Löwdin charge in e.
Positions of all 82 atoms, in Å:
F 6.02209 -2.37749 1.00107  0.038
F 4.15378 1.02174 3.75797  0.043
O 2.07278 1.68369 -0.84747  0.069
O -3.48859 0.67987 1.94665  0.025
O 3.70255 2.02236 -2.36622  -0.018
N 0.21205 1.28193 -2.94629  -0.074
C 4.91751 -1.77053 1.55495  -0.244
C 1.47388 1.96694 -3.17944  -0.204
C -0.39272 3.40662 -3.83586  -0.147
C -3.53104 -3.62298 2.74455  -0.075
C -1.22763 -2.07488 2.10582  0.035
C 0.62907 -0.82321 -1.78635  -0.004
C 3.99570 -0.07941 2.94438  -0.228
C 0.25860 -2.29192 -4.21029  -0.205
C -1.90408 2.97656 2.86242  -0.045
C -4.57526 -1.99732 1.18176  -0.041
C 1.19902 -2.12242 1.52802  0.022
C -1.69429 2.60663 0.38119  -0.033
C -1.09921 2.29007 1.75608  -0.539
C 0.70020 -2.30685 -1.71168  -0.198
C 2.50925 -1.66885 1.84938  -0.187
C 2.41791 1.86811 -2.01098  -0.429
C -0.24782 -0.85297 -4.14545  -0.148
C 0.00876 -1.40933 1.83344  -0.192
C -3.74639 -2.13711 2.46228  -0.549
C 0.04271 -3.03352 -2.89778  -0.194
C 2.72088 -0.58632 2.76055  0.049
C -4.50572 -1.53286 3.64542  -0.045
C 0.22628 -0.12544 -2.89478  -0.216
C 0.00158 0.01126 1.75241  0.001
C -1.12385 0.76259 1.92367  -0.054
C 0.32441 2.84682 1.80593  -0.058
C 3.66741 -2.30778 1.30968  0.047
C -2.40388 -1.40319 2.25289  -0.058
C 4.57869 1.92893 -1.22583  -0.034
C 5.12226 -0.63429 2.34244  0.067
C -0.81697 1.93747 -3.75234  -0.166
C 1.10142 3.42797 -3.51318  -0.100
C -2.40608 0.05827 2.07135  -0.253
H -2.94499 2.64862 2.83553  0.074
H 1.32866 -2.28192 -4.45194  0.118
H 4.49656 0.93367 -0.77217  0.092
H 0.44475 -4.04697 -2.98601  0.107
H -1.35541 -0.83407 -4.17188  0.128
H -4.49536 -4.12229 2.89627  0.089
H -0.94468 4.00241 -3.10016  0.107
H 0.28951 3.94371 1.78084  0.090
H -1.03006 -3.11370 -2.68871  0.115
H -0.82611 1.52161 -4.77069  0.103
H 1.89352 -0.15944 3.32586  0.130
H 1.74836 -2.63782 -1.61395  0.115
H -1.69440 3.68639 0.19470  0.088
H 1.98786 1.52672 -4.05598  0.162
H -4.70205 -0.47419 3.46482  0.076
H -4.76683 -0.94033 0.98009  0.078
H 0.10399 -0.32585 -5.04865  0.113
H -3.03237 -4.11592 1.90356  0.080
H 1.31207 4.09039 -2.65935  0.124
H 0.82441 2.54946 2.73627  0.091
H -1.09618 2.11798 -0.39840  0.080
H 1.71178 3.75776 -4.36261  0.118
H 1.09711 -3.13291 1.12060  0.122
H -4.02706 -2.42479 0.33476  0.089
H 3.55564 -3.21170 0.71270  0.127
H -2.72026 2.22951 0.32909  0.081
H -2.93160 -3.75861 3.65195  0.090
H 0.94099 0.49667 1.49446  0.099
H -5.53011 -2.52347 1.27801  0.087
H 4.30115 2.69621 -0.49346  0.100
H -5.45804 -2.05334 3.79252  0.087
H -1.81968 1.80232 -3.32982  0.127
H -0.61386 3.81512 -4.82830  0.109
H -1.86333 4.06315 2.73110  0.085
H -3.90739 -1.63422 4.55668  0.091
H 5.58470 2.10072 -1.60780  0.094
H -0.23322 -2.81531 -5.03678  0.108
H 0.21502 -2.62365 -0.78322  0.083
H 6.10237 -0.18907 2.46292  0.132
H -1.47464 2.72802 3.83858  0.090
H 0.89870 -0.26876 -0.88820  0.087
H 0.92700 2.51881 0.94881  0.057
H -1.19179 -3.16014 2.22759  0.114

Molecular formula: C33H43F4O3P2
Method: DFT, ωB97M-V/def2-TZVPD

Gap between HOMO and LUMO in eV: 5.297
Charge: -1
Total energy in Ha: -2590.985809

Last column: Löwdin charge in e.
Positions of all 85 atoms, in Å:
P -1.41027 1.40409 0.02823  0.100
P -1.60946 3.51947 0.61502  0.691
F 6.18907 2.31150 4.47087  0.052
F 1.19482 0.28958 2.76072  0.067
F -2.41753 6.22691 0.49049  -0.003
F 2.12825 -11.98243 -0.92945  0.052
O 0.45582 -6.36071 -2.75466  0.055
O -1.60623 3.48628 2.36699  -0.454
O -0.79807 -4.71543 -3.88036  -0.096
C -0.63529 -5.85575 -3.04818  -0.430
C 3.28224 -10.58825 -4.06657  -0.092
C 2.24007 -11.15749 -1.98541  -0.294
C -6.17316 7.27103 1.76398  -0.116
C -5.05687 7.67566 2.48966  -0.099
C 5.78449 3.00651 3.39282  -0.286
C -3.64057 6.56701 0.90558  -0.300
C 4.51018 2.80104 2.88976  0.003
C 6.65007 3.91521 2.80588  -0.032
C -1.15195 -1.06609 -3.85865  -0.232
C -2.09940 0.21143 -3.96895  -0.236
C 0.56562 2.40045 5.62948  -0.077
C -0.05845 4.53042 0.20001  -0.348
C 1.54130 -9.18577 -3.15653  -0.070
C 2.58369 1.12752 5.99350  -0.100
C -3.78316 7.31732 2.06185  -0.017
C 1.65197 2.06373 6.43314  -0.109
C 2.46989 -9.46205 -4.15707  -0.089
C -1.92275 -2.43428 -3.54781  -0.154
C 2.42475 0.52262 4.75114  -0.053
C 6.23308 4.62930 1.68747  -0.096
C 3.17115 -11.43865 -2.97176  -0.030
C -6.01788 6.51184 0.60671  -0.091
C 1.42228 -10.04184 -2.06690  -0.009
C -1.96252 -6.50778 -2.47462  0.001
C 4.95353 4.43505 1.17619  -0.096
C 4.09017 3.52331 1.77824  -0.059
C -1.64861 1.78653 -1.84096  -0.448
C -0.78387 -3.49001 -3.08160  -0.164
C 1.34212 0.86923 3.95788  -0.293
C -2.65056 0.74778 -2.57129  -0.282
C -4.74418 6.16220 0.17193  -0.016
C 0.41188 1.80493 4.38237  0.001
H -7.16754 7.54688 2.09994  0.092
H -6.88890 6.19374 0.04448  0.099
H 0.81027 3.91329 -0.19574  0.010
H 3.09162 3.37554 1.38115  0.105
H -2.29586 2.86941 2.67694  0.016
H 2.55937 -8.79623 -5.00892  0.102
H -1.29511 1.04551 1.43819  -0.104
H -4.60281 5.57887 -0.72965  0.114
H -0.42261 2.06281 3.74058  0.082
H -2.69324 -2.35205 -2.71660  0.109
H 0.70020 -9.84810 -1.28244  0.116
H -2.98813 -0.09613 -4.62553  0.101
H 0.24726 -3.01346 -3.24447  0.131
H -5.17883 8.27016 3.38863  0.097
H 3.43188 0.86941 6.61814  0.100
H -0.31575 5.39148 -0.50520  0.018
H -2.90326 7.61571 2.61897  0.115
H -0.90380 -3.78861 -1.98864  0.136
H -1.51010 1.02919 -4.50175  0.103
H 4.62641 4.99491 0.30637  0.100
H 0.04432 1.52919 -0.08314  -0.082
H -2.07516 -7.54848 -2.93783  0.094
H -0.63816 1.85613 -2.36857  0.065
H -2.38626 -2.81537 -4.52649  0.118
H 4.00205 -10.80398 -4.84864  0.100
H -0.32511 -0.88997 -3.08998  0.114
H -3.59919 1.34969 -2.81238  0.096
H -1.30942 -0.01932 -0.28423  -0.071
H 3.13549 -0.21447 4.39544  0.117
H -2.11625 2.83933 -1.89276  0.036
H 3.85478 2.08173 3.36623  0.092
H -0.61082 -1.21963 -4.86242  0.115
H 0.31959 5.03678 1.16307  0.035
H 3.80145 -12.31529 -2.88026  0.111
H -2.84153 -5.89136 -2.83680  0.085
H -1.97731 -6.62020 -1.34911  0.093
H -2.89739 -0.09016 -1.84546  0.068
H 7.63976 4.05996 3.22295  0.110
H 0.91090 -8.30463 -3.22635  0.070
H 6.90590 5.33678 1.21510  0.099
H -2.87704 1.28993 0.13888  -0.059
H -0.16137 3.12741 5.97463  0.104
H 1.77403 2.53221 7.40449  0.093

Molecular formula: C33H43N3O4P2TeTm
Method: DFT, ωB97M-V/def2-TZVPD

Gap between HOMO and LUMO (alpha / beta) in eV: 6.633 / 6.627
Charge: +1
Energy above the lowest of the compared OMol25 structures with the same formula, charge and spin in kcal/mol: 6.4
Total energy in Ha: -3784.397674
Multiplicity: 3
<S²>: 2.002

Last column: Löwdin charge in e.
Positions of all 87 atoms, in Å:
Tm 10.15082 13.08847 12.82474  0.908
Te 12.84934 13.97468 11.88192  0.873
P 10.77904 10.61501 11.14098  0.848
P 8.72527 10.55505 13.63298  0.855
O 9.01374 17.00486 18.32538  -0.069
O 11.19966 12.25977 14.55545  -0.239
O 9.72830 14.60937 14.21900  -0.238
O 8.00950 12.99448 12.06821  -0.160
N 9.23800 14.61169 11.10586  0.096
N 6.97349 14.25687 10.46838  -0.035
N 10.39196 16.51977 10.56413  0.192
C 14.88623 12.38103 10.18773  -0.348
C 8.16067 16.23817 9.79438  0.012
C 9.54757 9.09409 13.11980  -0.410
C 11.60244 12.85038 15.64925  -0.327
C 15.39677 12.04234 11.56957  -0.127
C 14.20213 13.32192 7.64246  -0.031
C 7.04352 15.46832 9.82686  -0.007
C 12.84527 15.24124 8.57681  -0.081
C 9.32579 7.89874 13.83707  -0.087
C 10.81267 15.53793 18.10066  -0.020
C 13.61657 13.93156 8.77558  -0.306
C 15.42397 11.78262 9.05820  -0.016
C 9.31175 15.78068 10.45210  -0.381
C 8.52446 10.31324 15.44187  -0.250
C 12.80876 12.26178 16.29668  -0.010
C 9.69532 10.36943 9.67849  -0.256
C 10.14293 6.80386 13.62283  -0.057
C 11.20097 6.87307 12.70327  -0.060
C 12.34042 10.37950 10.21097  -0.275
C 10.07136 14.87857 15.48464  -0.268
C 13.87743 13.40668 10.06147  -0.499
C 7.05765 10.26708 12.94678  -0.243
C 5.73636 13.47483 10.61804  0.030
C 11.03032 14.03717 16.20155  -0.079
C 8.08315 13.90359 11.19538  -0.482
C 11.39114 7.99624 11.93591  -0.084
C 8.26775 18.03829 17.68038  -0.073
C 11.37624 14.44088 17.56769  0.004
C 15.69858 11.65949 6.52080  -0.064
C 9.39174 15.90566 16.17552  0.061
C 10.55704 9.09625 12.10704  -0.365
C 15.10009 12.26985 7.75899  -0.268
C 9.71973 16.15753 17.50740  -0.252
H 8.01432 11.16251 15.95277  0.060
H 16.08597 10.95383 9.15200  0.108
H 12.90363 15.75950 9.54536  0.018
H 5.11512 13.60937 9.70013  0.115
H 12.61949 11.82664 17.27899  0.093
H 8.72609 16.55244 15.56815  0.129
H 7.10800 9.84213 11.92861  0.053
H 11.23069 16.02888 10.97600  0.013
H 6.16684 15.75988 9.25878  0.141
H 10.56813 17.29554 9.90438  0.148
H 13.94635 13.73691 6.62607  0.133
H 6.41409 9.62360 13.57994  0.060
H 7.78620 18.68010 18.46342  0.107
H 10.15972 9.55185 9.09500  0.048
H 16.16120 11.28173 11.53009  0.071
H 14.57888 11.82729 12.26486  0.009
H 8.37494 7.85015 14.36761  0.103
H 5.15684 13.87055 11.50332  0.128
H 16.70936 12.02047 6.34275  0.077
H 11.89620 6.05083 12.58141  0.112
H 8.98916 18.68144 17.16220  0.100
H 8.10616 17.24770 9.30673  0.144
H 13.10014 10.19658 11.02717  0.064
H 13.25629 11.49988 15.63738  0.100
H 9.73730 11.19918 8.97574  0.043
H 11.14455 15.87745 19.06963  0.128
H 7.46881 17.67633 16.98672  0.096
H 15.15244 11.83053 5.55949  0.088
H 12.16754 13.84916 18.05270  0.118
H 9.49564 10.11323 15.94329  0.062
H 11.80054 15.03544 8.33105  0.072
H 8.65338 10.15302 9.94488  0.035
H 12.59893 11.31027 9.65149  0.040
H 7.81791 9.46612 15.61554  0.043
H 15.91533 12.90676 12.02874  0.085
H 15.77129 10.55809 6.67601  0.085
H 13.32368 15.83169 7.79707  0.079
H 9.94441 5.90216 14.21518  0.116
H 12.22992 8.12089 11.26684  0.092
H 13.57767 13.03704 16.57054  0.117
H 12.28016 9.51491 9.49132  0.070
H 6.61616 11.27150 12.92676  0.017
H 6.16502 12.51996 10.80524  0.068